Entry 1:
Entry from the Open Molecules 2025 dataset: C7H16Cl2FInN2O2 as an isolated structure in a non-equilibrium geometry (ωB97M-V/def2-TZVPD).

Summary:
2S+1 ... 1
HOMO energy ... -14.6 eV
Net charge ... +2

Last column: Löwdin charge in e.
CARTESIAN COORDINATES (ANGSTROEM)
In 10.2070 18.4172 -0.7801  0.98
F 13.3263 15.1748 -0.4919  -0.38
C 8.1715 11.0949 -3.0084  0.03
C 9.2486 12.1139 -2.5357  -0.40
O 8.9399 13.3371 -2.3564  0.08
N 10.5563 11.7879 -2.5457  0.11
C 11.0972 10.4406 -2.5374  -0.02
H 8.5651 10.2399 -3.5580  0.08
H 7.5367 11.5979 -3.7379  0.10
H 7.5302 10.7868 -2.1826  0.10
H 11.2850 12.4712 -2.3969  0.16
H 11.9950 10.3622 -1.9244  0.11
H 11.3510 9.9540 -3.4792  0.12
H 10.3681 9.8001 -2.0412  0.10
C 18.3492 19.9938 -1.8722  0.04
C 17.2207 19.1673 -1.2225  -0.45
O 16.0611 19.6332 -1.2632  0.14
N 17.4267 17.9415 -0.8134  0.10
C 18.6699 17.1026 -0.7653  0.01
H 18.0568 20.7362 -2.6149  0.10
H 19.0638 19.3397 -2.3718  0.08
H 18.9017 20.5863 -1.1430  0.10
H 16.5913 17.3978 -0.6500  0.16
H 19.5780 17.6938 -0.6468  0.10
H 18.5946 16.3669 -1.5660  0.11
H 18.6755 16.4614 0.1161  0.10
C 15.0414 11.8009 3.2092  -1.09
Cl 16.6320 11.1859 3.3022  0.64
Cl 14.2414 11.9666 4.7455  0.61
H 15.2052 12.8038 2.8149  0.03
H 14.3229 11.2196 2.6312  0.04



Entry 2:
Entry from the Open Molecules 2025 dataset: one molecule with the formula C7H16Cl2N3O3P in a non-equilibrium geometry (ωB97M-V/def2-TZVPD).

Summary:
2S+1 ... 1
SMILES ... N[P@](=O)(OCC/C=N/O)N(CCCl)CCCl
HOMO energy ... -9.3 eV
Net charge ... 0
Energy above the lowest of the compared OMol25 structures with the same formula, charge and spin ... 0.0 kcal/mol

Last column: Löwdin charge in e.
CARTESIAN COORDINATES (ANGSTROEM)
N -0.1734 -0.1273 -3.1047  -0.06
P -0.0518 -0.6195 -1.5134  0.45
O 0.3236 -2.0382 -1.6742  -0.30
O -1.5152 -0.4618 -0.8436  -0.20
C -1.5335 -0.9424 0.5041  -0.26
C -2.9707 -0.9070 0.9587  -0.17
C -3.0138 -1.6236 2.2548  -0.15
N -2.6825 -1.0165 3.3730  0.00
O -2.8487 -1.7833 4.5412  -0.08
N 1.1091 0.3354 -0.6459  -0.19
C 2.5167 -0.1227 -0.6277  -0.29
C 3.3259 0.5804 -1.7036  -0.61
Cl 2.9596 -0.0580 -3.2870  0.67
C 0.6912 1.7345 -0.5124  -0.29
C 1.1211 2.4611 0.7516  -0.54
Cl 2.8745 2.7849 0.8254  0.60
H 0.7917 -0.1830 -3.4764  -0.05
H -0.7672 -0.8260 -3.5198  0.05
H -0.9166 -0.3669 1.2050  0.12
H -1.1475 -1.9497 0.4971  0.11
H -3.3385 0.1257 1.0920  0.13
H -3.6350 -1.3964 0.2180  0.13
H -3.5023 -2.6161 2.3044  0.13
H -2.6913 -1.2582 5.3410  0.09
H 2.9522 0.1285 0.3448  0.09
H 2.6208 -1.2135 -0.7351  0.12
H 4.3808 0.4090 -1.4442  0.09
H 3.1274 1.6603 -1.6594  0.04
H 1.0027 2.3021 -1.4083  0.12
H -0.3878 1.7559 -0.4502  0.11
H 0.5774 3.3857 0.8044  0.07
H 0.8013 1.8467 1.5903  0.08



Entry 3:
Entry from the Open Molecules 2025 dataset: C7H16F6O9PtS as an isolated structure in a non-equilibrium geometry (ωB97M-V/def2-TZVPD).

Summary:
2S+1 ... 3
HOMO energy (alpha / beta) ... -8.4 / -9.2 eV
Net charge ... 0

Last column: Löwdin spin population.
CARTESIAN COORDINATES (ANGSTROEM)
Pt 0.2130 0.4111 0.6283  1.54
C 1.4682 2.3716 -0.9355  0.02
O 0.1281 2.5660 -0.6083  0.06
O 1.8647 1.1925 -0.3936  0.04
C 1.6373 2.3253 -2.4352  0.00
F 2.7534 1.7524 -2.8685  0.00
F 0.6378 1.6280 -3.1051  0.00
F 1.5297 3.5642 -2.9647  0.00
C -0.8876 3.4438 -1.3399  0.01
C -2.3050 2.9605 -1.0022  0.00
H -2.3553 1.9145 -1.1264  0.00
H -2.6173 3.1585 0.0054  0.00
H -2.9580 3.5086 -1.7061  0.00
H -0.8036 3.3130 -2.3943  0.00
H -0.5898 4.4645 -1.1286  0.00
H 1.9788 3.2584 -0.5734  0.00
C 2.1186 -3.0840 3.0564  0.00
F 2.0800 -3.3610 4.3655  0.00
F 3.0857 -2.1945 2.7644  0.00
F 2.3639 -4.2341 2.4385  0.00
S 0.4353 -2.4850 2.5279  0.01
O 0.6633 -1.7450 1.2519  0.08
O -0.2062 -3.7524 2.4124  0.01
O -0.0210 -1.5050 3.5215  0.00
C -0.2212 -2.2555 -1.7291  0.01
C -1.5640 -2.7958 -1.4101  0.00
O -1.9758 -2.5222 -0.0922  0.00
O -0.0848 -0.8740 -1.4066  0.07
H 0.0025 -2.3167 -2.8361  0.00
H 0.5783 -2.6795 -1.1198  0.00
H -1.5392 -3.9079 -1.4983  0.00
H -2.2802 -2.3595 -2.0824  0.00
H -1.5430 -2.9982 0.6145  0.00
H 0.4294 -0.3383 -2.0086  0.00
O -1.5031 -0.0979 1.5434  0.04
H -1.9454 -0.7250 0.9395  0.00
H -1.4452 -0.5582 2.3926  0.00
O 0.8851 1.6597 2.4257  0.09
H 1.7612 1.5287 2.7606  0.00
H 0.2315 1.7684 3.1163  0.00



Entry 4:
Entry from the Open Molecules 2025 dataset: a 2-piece molecular cluster, C7H16N overall (ωB97M-V/def2-TZVPD).

Summary:
2S+1 ... 1
HOMO energy ... -14.6 eV
Net charge ... +1
Energy above the lowest of the compared OMol25 structures with the same formula, charge and spin ... 38.3 kcal/mol

Last column: Löwdin charge in e.
CARTESIAN COORDINATES (ANGSTROEM)
C -1.6269 -1.9101 1.6452  -0.12
C -2.5272 -1.6481 0.7165  0.12
C 0.3123 -1.0570 2.7755  0.20
N -0.4288 -1.1386 1.7424  0.05
H -1.7299 -2.6535 2.4229  0.13
H -2.4066 -0.8738 -0.0308  0.09
H -3.4315 -2.2389 0.6965  0.09
H 1.1355 -0.3575 2.7659  0.11
H 0.0525 -1.6668 3.6325  0.13
H -0.1824 -0.5600 0.9331  0.13
C -0.1255 0.9007 -2.9573  -0.11
C 0.2562 1.4616 -1.5938  -0.28
C 1.2638 0.5791 -0.8679  -0.29
C 1.6734 1.1022 0.5032  -0.13
H 0.7254 0.8958 -3.6389  0.08
H -0.9101 1.4906 -3.4304  0.08
H -0.4895 -0.1281 -2.8947  0.07
H -0.6609 1.6024 -1.0103  0.10
H 0.6980 2.4536 -1.7075  0.12
H 2.1544 0.4563 -1.4879  0.12
H 0.8523 -0.4408 -0.8007  0.09
H 2.2059 2.0499 0.4321  0.09
H 2.3705 0.4109 0.9863  0.07
H 0.8191 1.2699 1.1682  0.06



Entry 5:
Entry from the Open Molecules 2025 dataset: a 2-piece molecular cluster, C7H16N overall in a non-equilibrium geometry (ωB97M-V/def2-TZVPD).

Summary:
2S+1 ... 1
HOMO energy ... -13.3 eV
Net charge ... +1
Energy above the lowest of the compared OMol25 structures with the same formula, charge and spin ... 35.5 kcal/mol

Last column: Löwdin charge in e.
CARTESIAN COORDINATES (ANGSTROEM)
C -1.0756 -2.9508 -0.7590  -0.04
C -0.0416 -1.8417 -0.7621  -0.42
C 1.0220 -1.9212 0.0532  0.01
C -0.0520 -0.8335 -1.8891  -0.07
H -2.0923 -2.5916 -0.9236  0.08
H -1.0374 -3.3937 0.2386  0.08
H -0.8307 -3.7245 -1.4818  0.10
H 2.0201 -1.5716 -0.1950  0.09
H 1.0049 -2.6102 0.8926  0.07
H 0.7482 -0.1013 -1.7693  0.08
H -1.0247 -0.3464 -1.9979  0.08
H 0.1344 -1.3532 -2.8326  0.10
C -0.0373 3.2068 0.3267  -0.02
C 0.2348 2.0069 1.1764  -0.33
C 1.0267 1.8078 2.2092  0.11
N -0.4735 0.7969 0.6236  0.21
H 0.5919 4.0463 0.6082  0.10
H 0.1322 2.9823 -0.7288  0.09
H -1.0823 3.5054 0.4476  0.10
H 1.0441 0.8518 2.7187  0.09
H 1.6720 2.5805 2.5977  0.09
H -0.9732 1.0231 -0.2307  0.14
H -1.1273 0.3751 1.2871  0.18
H 0.2167 0.0566 0.3901  0.09



Entry 6:
Entry from the Open Molecules 2025 dataset: an isolated ion of composition C7H16N and charge +1 (ωB97M-V/def2-TZVPD).

Summary:
2S+1 ... 1
SMILES ... CCC[NH+]1CCCC1
HOMO energy ... -15.8 eV
Net charge ... +1
Energy above the lowest of the compared OMol25 structures with the same formula, charge and spin ... 0.0 kcal/mol

Last column: Löwdin charge in e.
CARTESIAN COORDINATES (ANGSTROEM)
C 3.1721 -0.3712 0.3075  -0.08
C 2.1541 0.7626 0.0997  -0.21
C 0.9437 0.3761 -0.7490  -0.12
N -0.2278 -0.0433 0.1046  -0.08
C -1.0487 -1.1600 -0.5034  -0.11
C -2.3793 -1.0155 0.2043  -0.14
C -2.6021 0.4842 0.0117  -0.14
C -1.2442 1.0475 0.4328  -0.08
H 4.0989 -0.1570 -0.2186  0.08
H 3.4247 -0.4988 1.3574  0.08
H 2.7993 -1.3278 -0.0596  0.07
H 2.6356 1.6009 -0.3989  0.12
H 1.8037 1.1409 1.0634  0.11
H 0.5957 1.2059 -1.3591  0.13
H 1.1715 -0.4654 -1.3998  0.13
H 0.1404 -0.4080 0.9789  0.18
H -1.1634 -0.8952 -1.5550  0.14
H -0.5362 -2.1145 -0.4307  0.14
H -3.1411 -1.6691 -0.2059  0.13
H -2.2370 -1.2319 1.2675  0.13
H -2.7739 0.6623 -1.0500  0.12
H -3.3895 0.9293 0.6102  0.13
H -1.2395 1.1598 1.5153  0.14
H -0.9571 1.9883 -0.0233  0.13



Entry 7:
Entry from the Open Molecules 2025 dataset: C7H16N2O as an isolated structure in a non-equilibrium geometry (ωB97M-V/def2-TZVPD).

Summary:
2S+1 ... 1
HOMO energy ... -8.4 eV
Net charge ... 0
Energy above the lowest of the compared OMol25 structures with the same formula, charge and spin ... 93.3 kcal/mol

Last column: Löwdin charge in e.
CARTESIAN COORDINATES (ANGSTROEM)
C 0.0052 0.8094 -0.3652  -0.47
C 0.8226 -0.1962 0.4194  -0.27
C 0.2356 0.7624 -1.8737  -0.04
C -0.7972 -1.5350 0.7245  -0.01
C 1.7826 -1.1234 -0.2543  -0.06
C 1.1871 0.2321 1.7944  -0.05
C -1.4238 0.2836 0.1199  -0.57
N 0.1904 2.1981 0.0849  0.08
N -2.3184 -0.0049 -0.9597  0.12
O -1.9047 0.8336 1.1499  -0.04
H -0.3554 2.3298 0.9379  0.08
H -0.2570 2.8165 -0.5855  0.08
H -2.0147 -0.7351 -1.5910  0.08
H -3.2363 -0.2143 -0.5839  0.10
H 0.1037 -0.2374 -2.2900  0.07
H 1.2444 1.1004 -2.1243  0.09
H -0.4775 1.4186 -2.3746  0.09
H 2.1030 -1.9227 0.4165  0.09
H 1.8312 1.1164 1.7249  0.10
H -1.8539 -1.7801 0.8379  0.06
H -0.4797 -2.3803 0.1077  0.05
H -0.4201 -1.6727 1.7387  0.05
H 1.3866 -1.5706 -1.1629  0.08
H 2.6711 -0.5367 -0.5257  0.11
H 1.7242 -0.5395 2.3471  0.09
H 0.2511 0.5481 2.2871  0.10



Entry 8:
Entry from the Open Molecules 2025 dataset: a 2-piece molecular cluster, C7H16N2O2 overall in a non-equilibrium geometry (ωB97M-V/def2-TZVPD).

Summary:
2S+1 ... 1
SMILES ... CCN(C)C(C)=O.CC(N)=O
HOMO energy ... -8.7 eV
Net charge ... 0
Energy above the lowest of the compared OMol25 structures with the same formula, charge and spin ... 47.2 kcal/mol

Last column: Löwdin charge in e.
CARTESIAN COORDINATES (ANGSTROEM)
C -0.3410 1.3983 1.8259  -0.08
C -0.5105 0.3622 0.7204  -0.25
N -1.7204 0.6350 -0.0992  -0.15
C -1.3695 0.9557 -1.4748  -0.07
C -2.9910 0.4352 0.5352  -0.48
C -2.8016 -0.5674 1.6637  -0.02
O -3.9720 1.0264 0.1940  0.09
H -0.4909 0.9445 2.9005  0.10
H -1.0647 2.1503 1.8664  0.06
H 0.6554 1.5958 1.9734  0.03
H 0.4337 0.4535 0.1390  0.10
H -0.4779 -0.6996 1.0655  0.11
H -1.4593 2.1544 -1.6084  0.13
H -0.5097 0.3693 -1.8566  0.07
H -2.3165 0.6882 -2.0513  0.09
H -3.7005 -1.1725 1.8587  0.08
H -2.2621 -1.4021 1.1879  0.08
H -2.3737 -0.3151 2.6677  0.10
C 3.8550 -0.6447 -0.6360  -0.02
C 2.6070 -1.4090 -1.1129  -0.61
N 2.2068 -1.1590 -2.3793  0.15
O 1.9374 -1.9286 -0.2466  0.03
H 3.3930 -0.1008 0.2256  0.10
H 4.4745 -0.0038 -1.2679  0.07
H 4.6798 -1.3053 -0.4063  0.07
H 1.2704 -1.5441 -2.5514  0.12
H 2.8482 -0.9168 -3.1331  0.11



Entry 9:
Entry from the Open Molecules 2025 dataset: one molecule with the formula C7H16N2O2P2 in a non-equilibrium geometry (ωB97M-V/def2-TZVPD).

Summary:
2S+1 ... 1
SMILES ... CCOP(=N)(/C=N/C=P/C)OCC
HOMO energy ... -8.8 eV
Net charge ... 0
Energy above the lowest of the compared OMol25 structures with the same formula, charge and spin ... 0.0 kcal/mol

Last column: Löwdin charge in e.
CARTESIAN COORDINATES (ANGSTROEM)
C -1.1266 -2.5923 1.7675  -0.08
C -0.4082 -3.2132 0.6354  -0.26
O -0.0858 -2.2365 -0.3698  -0.26
P 0.7845 -0.9566 -0.1904  0.70
N 2.1518 -1.5825 0.3124  -0.15
C 0.5732 0.0062 -1.6901  -0.20
N 0.7195 1.2730 -1.8258  -0.10
C 0.5878 1.9078 -2.9795  -0.52
P 0.3554 3.6212 -3.0259  0.93
C -0.0169 3.9164 -4.8010  -0.39
O -0.2373 0.1895 0.9783  -0.29
C 0.2205 1.5023 1.1083  -0.37
C -0.0066 2.0633 2.6349  -0.08
H -0.3504 -2.0902 2.2921  0.07
H -1.8919 -1.7951 1.5303  0.11
H -1.6965 -3.3107 2.2187  0.05
H -0.8935 -4.0771 0.1095  0.14
H 0.5405 -3.5444 0.9908  0.09
H 2.9828 -0.9752 0.5341  0.01
H 0.3493 -0.6849 -2.5415  0.10
H 0.4284 1.3675 -3.9268  0.07
H -0.1310 4.9229 -5.2149  0.03
H 0.7033 3.4549 -5.4707  0.03
H -0.9338 3.3912 -4.8074  0.00
H 1.2487 1.7929 0.8609  0.09
H -0.4882 2.2965 0.6230  0.12
H -1.0329 2.2449 2.8343  0.04
H 0.3278 1.2849 3.3664  0.07
H 0.5430 2.9769 2.7604  0.05



Entry 10:
Entry from the Open Molecules 2025 dataset: C7H16N2P as an isolated structure in a non-equilibrium geometry (ωB97M-V/def2-TZVPD).

Summary:
2S+1 ... 1
HOMO energy ... -13.1 eV
Net charge ... +1
Energy above the lowest of the compared OMol25 structures with the same formula, charge and spin ... 80.9 kcal/mol

Last column: Löwdin charge in e.
CARTESIAN COORDINATES (ANGSTROEM)
C -0.4943 -1.3911 -0.6956  -0.20
C -1.7448 -0.6329 -0.2188  -0.17
C 0.5400 -1.7709 0.3269  -0.21
C -1.7917 0.8589 -0.5186  -0.18
C 0.9581 -0.6936 1.2680  -0.21
C -0.8430 1.7057 0.2013  -0.12
C 1.3764 0.6263 0.7763  -0.20
N 2.6260 0.4479 -0.5882  -0.37
N 0.5573 1.4064 -0.1361  0.04
P 4.1161 0.1281 -0.1750  0.81
H -1.0968 -2.3126 -1.0056  0.14
H -0.0680 -1.1451 -1.6307  0.10
H -2.5501 -1.2407 -0.7080  0.13
H -1.9392 -0.8423 0.8542  0.13
H 0.2754 -2.6158 0.9629  0.13
H 1.5477 -1.9743 -0.0571  0.11
H -1.5445 0.9905 -1.5658  0.14
H -2.6813 1.1815 -0.2398  0.08
H 0.0180 -0.5204 1.9054  0.15
H 1.8128 -1.0713 1.7457  0.10
H -1.0964 2.6722 -0.1292  0.13
H -1.0595 1.6023 1.2564  0.15
H 1.7079 1.4153 1.5057  0.16
H 0.6225 0.9653 -1.0048  0.11
H 1.1430 2.1681 -0.3523  0.15
H 4.6391 0.1866 -1.5277  -0.12



Entry 11:
Entry from the Open Molecules 2025 dataset: C7H16N3O8P2Sn as an isolated structure in a non-equilibrium geometry (ωB97M-V/def2-TZVPD).

Summary:
2S+1 ... 1
HOMO energy ... -3.2 eV
Net charge ... -1
Energy above the lowest of the compared OMol25 structures with the same formula, charge and spin ... 52.3 kcal/mol

Last column: Löwdin charge in e.
CARTESIAN COORDINATES (ANGSTROEM)
Sn -1.1288 -2.9158 -1.3070  1.13
N 1.5117 -0.3506 1.8655  0.09
C 1.1599 -1.7901 1.6521  -0.57
C 1.7999 -2.6534 2.7171  -0.14
P 1.7810 -2.0477 -0.3462  0.72
O 1.6585 -3.8598 0.2704  -0.46
O 1.1050 -0.6615 -0.6010  -0.63
O 0.7059 -2.8600 -1.7212  -0.64
P -0.6590 -1.8643 1.6736  0.33
O -1.1724 -2.1053 3.2101  -0.16
O -1.2231 -0.5343 1.2732  -0.34
O -1.0148 -3.1181 0.8905  -0.37
H 2.5153 -0.2332 1.7268  0.13
H 1.2402 0.0361 2.7685  0.14
H 1.0124 0.0837 1.0535  0.08
H 2.8922 -2.6248 2.6309  0.07
H 1.4770 -3.6798 2.5775  0.07
H 1.5310 -2.3359 3.7366  0.06
H 2.4841 -4.2258 -0.0642  -0.03
H -1.1398 -1.2532 3.6615  0.05
O -2.8467 -3.4279 -1.7427  -0.69
N -1.5714 -0.7135 -1.4583  0.16
C -1.4024 0.4143 -1.5270  -0.21
N -1.1447 1.7053 -1.6049  -0.07
C -0.6293 2.2734 -2.8446  -0.11
C -0.9168 3.7626 -2.8203  -0.20
O -0.3538 4.3809 -1.6753  -0.13
C -0.8960 3.8195 -0.4869  -0.19
C -0.6082 2.3359 -0.3952  -0.12
H -1.1096 1.7965 -3.6975  0.14
H 0.4508 2.1002 -2.9107  0.14
H -2.0023 3.9270 -2.8284  0.13
H -0.4810 4.2467 -3.6933  0.12
H -1.9806 3.9876 -0.4681  0.13
H -0.4445 4.3486 0.3513  0.12
H -1.0720 1.8781 0.4784  0.12
H 0.4721 2.1585 -0.3448  0.13



Entry 12:
Entry from the Open Molecules 2025 dataset: an isolated ion of composition C7H16N3OSi and charge +1 (ωB97M-V/def2-TZVPD).

Summary:
2S+1 ... 1
SMILES ... C[Si](C)(C)OCCn1c[nH+]cn1
HOMO energy ... -13.0 eV
Net charge ... +1
Energy above the lowest of the compared OMol25 structures with the same formula, charge and spin ... 0.0 kcal/mol

Last column: Löwdin charge in e.
CARTESIAN COORDINATES (ANGSTROEM)
C 3.1605 -0.9528 -0.0793  -0.16
Si 1.6738 0.1071 -0.4257  0.42
C 1.6547 0.7233 -2.1829  -0.15
C 1.6741 1.5221 0.8042  -0.16
O 0.2666 -0.8127 -0.2644  -0.23
C -0.0916 -1.3797 0.9632  -0.24
C -1.1805 -0.5435 1.6530  -0.06
N -2.1658 -0.1017 0.6604  -0.08
C -3.2362 -0.7402 0.2541  0.01
N -3.7866 0.0295 -0.6996  0.16
C -2.9530 1.0894 -0.8781  -0.07
N -1.9709 1.0455 -0.0318  0.18
H 3.2313 -1.8183 -0.7427  0.04
H 4.0389 -0.3197 -0.2623  0.05
H 3.2304 -1.2993 0.9562  0.03
H 2.6179 0.5228 -2.6628  0.04
H 1.4787 1.8025 -2.2132  0.03
H 0.8775 0.2295 -2.7735  0.03
H 0.6767 1.9311 0.9953  0.02
H 2.1339 1.2388 1.7556  0.04
H 2.2759 2.3313 0.3739  0.04
H -0.4769 -2.3918 0.7847  0.13
H 0.7527 -1.4717 1.6587  0.13
H -0.7922 0.3591 2.1259  0.13
H -1.7109 -1.1346 2.4044  0.14
H -3.6155 -1.6784 0.6329  0.18
H -4.6408 -0.1619 -1.2054  0.18
H -3.1226 1.8745 -1.6008  0.15